Entry 1:
75
Properties=species:S:1:pos:R:3:forces:R:3 method="wB97M-V/def2-TZVPD" charge=-1 e_above_lowest_kcal_mol=0.0 molar_mass_da=531.5 max_force_ev_per_a=1.66
C 2.625204 -2.865991 6.123480 -0.497 0.206 -0.583
C 2.026826 -1.827101 7.043229 0.380 -0.952 0.826
C 3.028845 -1.057586 7.898912 -0.051 0.754 -1.112
Br 4.445273 -2.213946 8.637207 -0.116 -0.082 0.213
Al 3.879940 0.598336 7.028438 0.456 0.290 0.155
C 2.647844 1.373736 5.565909 0.472 -0.590 -0.265
C 3.218374 1.564813 4.158773 -0.318 0.513 0.828
O 4.512685 1.036544 3.961019 0.274 -0.116 -0.367
C 2.309441 0.991300 3.100235 0.979 0.413 0.454
F 1.035898 1.260109 3.297866 -1.495 0.371 0.290
F 2.595154 1.495974 1.893355 0.423 0.471 -1.321
F 2.434382 -0.309322 2.998591 0.000 -1.656 -0.088
H 3.110300 -3.649908 6.673846 0.363 -0.279 0.237
H 3.317168 -2.427594 5.414403 0.329 0.096 -0.113
H 1.821548 -3.321855 5.550731 -0.130 -0.151 -0.217
H 1.349095 -2.363209 7.706935 -0.341 -0.161 0.136
H 1.406412 -1.159177 6.463503 -0.068 0.508 -0.111
H 2.498246 -0.697472 8.761906 -0.062 0.109 0.577
H 3.976000 1.726124 8.203171 -0.161 0.055 0.089
H 5.385682 0.334901 6.525067 0.008 -0.163 -0.041
H 2.285487 2.337619 5.890536 -0.157 0.302 0.299
H 1.773490 0.731938 5.497503 -0.222 -0.133 0.090
H 3.253677 2.627810 3.944810 -0.080 0.372 -0.087
H 5.055639 1.729474 3.573220 0.033 -0.207 0.067
C -0.820518 1.079102 -1.505133 -0.012 -0.045 -0.176
C -1.786747 2.257585 -1.550240 0.142 -0.135 0.254
C -1.132298 3.604304 -1.206886 -0.211 0.154 -0.160
O -0.865169 3.790231 0.165090 0.184 -0.033 -0.059
C 0.337922 3.175884 0.610047 -0.106 0.069 0.144
N -2.933254 1.965180 -0.682584 -0.077 0.217 -0.107
H -0.603421 0.767684 -0.484268 -0.017 0.034 0.024
H -1.250023 0.216731 -2.015873 -0.018 -0.004 0.025
H 0.124305 1.315716 -1.996398 0.004 -0.020 0.009
H -2.159515 2.338699 -2.578315 0.003 0.093 -0.004
H -1.830336 4.400622 -1.484817 -0.016 -0.001 0.072
H -0.219372 3.761543 -1.797697 0.022 -0.103 -0.001
H 1.105078 3.216648 -0.168599 0.027 -0.067 0.006
H 0.169678 2.143043 0.910991 0.094 -0.032 -0.050
H 0.696980 3.718625 1.482885 -0.073 0.061 -0.011
H -3.628740 2.699177 -0.790535 -0.026 -0.055 -0.026
H -2.620941 2.062110 0.280692 0.015 -0.126 -0.006
C -4.335623 0.916596 -6.360686 0.128 0.005 -0.104
C -4.079554 1.221705 -4.887769 -0.258 -0.095 -0.129
C -4.206275 0.001708 -3.964505 0.243 0.093 0.256
O -5.536362 -0.398455 -3.692071 0.015 -0.087 -0.133
C -6.142366 -1.203716 -4.683522 -0.116 0.087 0.149
N -4.957643 2.318704 -4.469265 0.075 -0.029 0.152
H -5.397681 0.807778 -6.578666 -0.033 -0.021 0.064
H -3.963002 1.730255 -6.983285 -0.032 0.032 0.032
H -3.827763 -0.000281 -6.667696 -0.015 -0.006 0.011
H -3.046174 1.572221 -4.803894 0.019 -0.033 0.076
H -3.779905 0.271357 -2.993712 -0.093 0.000 0.035
H -3.621794 -0.848636 -4.342070 -0.048 0.011 -0.120
H -5.418059 -1.871899 -5.158642 0.024 0.025 -0.042
H -6.636158 -0.594428 -5.445122 0.059 -0.065 -0.107
H -6.905709 -1.809345 -4.194754 0.031 0.002 0.039
H -4.709056 2.597010 -3.523450 0.041 0.048 -0.047
H -5.896759 1.939702 -4.376146 -0.004 0.031 -0.062
C 2.344373 -4.177309 -2.192070 0.110 -0.098 -0.054
C 1.483657 -3.385891 -3.171619 -0.008 0.011 0.287
C 1.862412 -1.900566 -3.273195 -0.065 0.040 -0.212
O 1.432231 -1.103026 -2.191538 0.160 -0.045 0.015
C 2.262215 -1.139046 -1.039036 -0.203 0.114 0.079
N 0.071609 -3.571750 -2.821944 -0.008 0.163 -0.137
H 2.065519 -3.989898 -1.156139 -0.026 0.072 0.001
H 2.224982 -5.246503 -2.367290 -0.056 0.009 0.004
H 3.402343 -3.933993 -2.310055 -0.009 0.017 0.014
H 1.639531 -3.818206 -4.165102 -0.011 0.067 -0.047
H 1.359721 -1.487493 -4.153394 -0.035 0.021 0.033
H 2.941764 -1.775545 -3.435907 0.028 -0.082 0.075
H 3.317480 -1.241207 -1.306476 0.005 -0.047 -0.016
H 1.970745 -1.947359 -0.365920 0.120 -0.048 0.010
H 2.126590 -0.199265 -0.504034 -0.002 0.013 -0.038
H -0.508286 -3.139359 -3.536171 -0.002 -0.090 -0.017
H -0.113239 -3.022263 -1.985853 0.013 -0.093 0.043

Entry 2:
8
Properties=species:S:1:pos:R:3:forces:R:3 method="wB97M-V/def2-TZVPD" charge=-1 e_above_lowest_kcal_mol=5.0 molar_mass_da=49.0 max_force_ev_per_a=2.64
C -0.884425 0.319593 1.073543 2.317 -0.727 1.042
O -0.742611 0.254635 -0.279335 -1.244 0.386 -1.036
H 0.099634 -0.040595 1.499476 -0.550 0.402 0.204
H -1.593729 -0.386691 1.529853 -0.561 0.056 -0.242
H -1.045635 1.322929 1.539340 -0.194 -0.202 -0.515
H 1.284908 -1.057261 -1.554496 0.300 -0.306 -0.268
H 0.267216 -0.098095 -0.623025 0.544 0.321 0.895
O 1.541043 -0.464891 -0.845515 -0.611 0.070 -0.080

Entry 3:
31
Properties=species:S:1:pos:R:3:forces:R:3 method="wB97M-V/def2-TZVPD" e_above_lowest_kcal_mol=11.3 molar_mass_da=200.3 max_force_ev_per_a=1.49
C 0.819811 4.220298 1.307687 0.281 1.358 -0.534
C 1.450238 3.008727 0.704149 -0.326 -0.682 0.448
C 1.121069 1.746191 1.213643 0.329 0.802 0.061
C 1.696694 0.602639 0.700517 -1.021 0.241 -0.255
C 2.494584 0.688451 -0.434445 -0.281 -0.632 -0.368
O 2.848609 -0.511629 -0.999793 0.250 0.123 0.068
C 2.780241 1.910441 -1.016467 0.174 -0.095 0.863
C 2.300453 3.052096 -0.375122 0.319 0.410 -0.847
H 0.586059 4.114151 2.363999 -0.003 -0.062 -0.011
H -0.068565 4.557936 0.770860 -0.397 -0.520 0.063
H 1.440678 5.120291 1.166340 0.258 -0.406 0.373
H 0.402068 1.752588 2.026702 0.091 -0.492 0.013
H 1.293240 -0.345809 1.011608 0.547 -0.273 0.193
H 3.434419 -0.360583 -1.749277 -0.045 0.023 0.028
H 3.420501 1.957026 -1.889150 -0.076 0.144 -0.030
H 2.572524 4.013242 -0.789983 0.002 0.141 -0.042
C -1.762641 -3.450439 1.783462 0.088 -0.410 0.190
C -2.085323 -2.582155 0.592111 0.561 -0.757 0.570
C -1.123224 -1.697440 0.103006 -0.787 0.525 -0.086
C -1.399699 -0.968666 -1.038627 -0.411 0.481 0.074
C -2.574367 -1.204205 -1.748663 0.416 0.861 0.303
C -3.521489 -2.080567 -1.263870 0.432 -0.245 -0.313
C -3.279084 -2.766742 -0.078885 -0.039 -0.048 -0.850
H -1.328182 -4.409574 1.467524 -0.080 0.202 -0.099
H -2.619894 -3.712862 2.412580 -0.044 0.245 -0.244
H -1.019068 -2.990917 2.424531 0.128 0.191 0.126
H -0.238027 -1.446728 0.657444 0.168 -0.347 0.228
H -0.818529 -0.084825 -1.299102 0.349 -0.503 -0.142
H -2.746735 -0.561844 -2.600216 -0.262 -0.240 -0.249
H -4.376486 -2.271876 -1.884490 -0.512 -0.088 0.147
H -3.976067 -3.533460 0.225157 -0.110 0.054 0.324

Entry 4:
81
Properties=species:S:1:pos:R:3:forces:R:3 method="wB97M-V/def2-TZVPD" charge=+1 molar_mass_da=701.8 max_force_ev_per_a=8.76
O 0.814879 -2.462601 -1.200599 0.869 2.608 -4.735
P 1.092992 -1.944217 -2.690902 -1.245 -5.263 4.873
P 1.372016 0.217812 -2.769748 -0.354 2.136 0.376
C -0.064400 1.246255 -2.043668 -1.781 1.273 0.581
C -1.451610 1.211546 -2.976643 1.339 -0.025 -0.638
C -2.004918 -0.329730 -2.904805 1.851 1.065 -0.141
S -3.864469 -0.504659 -2.770120 -4.162 -7.703 -0.175
O -4.120031 -1.640863 -1.704275 1.757 5.518 -3.221
O -4.384536 -1.051472 -4.127919 2.117 3.575 4.083
O -4.684042 0.879462 -2.203274 1.875 -1.030 -2.056
H 2.258670 -2.682311 -3.196202 -0.731 1.325 -0.118
H -0.024109 -2.349882 -3.554756 1.112 0.913 0.243
H 2.565227 0.523765 -1.975026 -0.763 -0.380 -0.830
H 1.524781 0.622273 -4.158265 0.117 -0.194 1.070
H -0.379277 0.904943 -0.946888 1.174 0.551 -2.330
H 0.312758 2.371580 -2.005228 -0.455 -2.453 -0.021
H -1.092410 1.532594 -4.068863 -1.099 -0.899 2.217
H -2.223047 2.032891 -2.646235 1.669 -1.769 -0.224
H -1.620251 -0.892645 -3.876236 -1.544 1.050 2.002
H -1.527996 -0.854516 -1.959036 -1.456 0.941 -1.733
H -4.847369 1.520049 -2.963285 0.170 -1.139 0.935
O -9.052639 -3.707963 1.715116 -0.017 0.758 -0.895
S -9.086970 -2.418610 1.058587 0.256 0.302 0.231
O -9.833581 -2.196038 -0.159906 0.523 -0.503 0.812
O -7.558776 -1.895195 0.838894 -1.192 0.131 0.646
C -6.639611 -2.740009 0.162010 0.690 -0.602 -0.751
C -6.856981 -2.704209 -1.339138 -0.378 -0.207 -0.251
C -9.572182 -1.191837 2.246561 0.185 0.060 -0.087
H -6.694517 -3.764142 0.546143 -0.157 0.132 0.053
H -5.635561 -2.364856 0.386221 -0.307 0.133 0.174
H -7.813090 -3.162689 -1.608405 0.097 0.042 0.076
H -6.062883 -3.248589 -1.858136 -0.078 0.135 0.136
H -6.879198 -1.672292 -1.703700 0.108 -0.157 0.088
H -8.973605 -1.317766 3.150602 -0.060 0.015 -0.191
H -10.630120 -1.341364 2.473257 0.153 -0.107 -0.147
H -9.420828 -0.201114 1.813615 -0.004 -0.207 0.106
O 5.101237 -0.100577 -0.875284 -0.376 0.561 0.262
S 5.175010 0.173889 0.543823 1.226 -0.186 1.395
O 4.566447 1.346305 1.132707 0.159 -0.718 -1.017
O 6.733111 0.099254 1.017485 -1.986 -0.694 -0.152
C 7.691361 0.896283 0.336863 1.118 1.000 -0.487
C 7.632599 2.342278 0.792521 -0.308 0.244 0.006
C 4.606685 -1.257468 1.426947 0.134 -0.043 -0.014
H 7.565368 0.817188 -0.748167 -0.102 -0.112 0.139
H 8.677665 0.486043 0.577767 -0.406 -0.229 -0.002
H 6.696084 2.814280 0.481060 0.126 -0.006 0.031
H 8.459311 2.916613 0.364755 -0.048 -0.160 0.049
H 7.680127 2.407562 1.884185 0.087 -0.046 -0.163
H 5.103779 -2.142259 1.025094 -0.028 0.180 0.043
H 3.526811 -1.336047 1.283144 0.129 0.114 -0.038
H 4.832612 -1.131271 2.487567 -0.007 0.057 -0.194
O -9.440883 1.993399 3.042739 0.791 0.729 -0.306
S -8.864817 3.147412 2.386202 -0.244 0.666 0.114
O -7.470609 3.198724 2.005096 -0.945 -0.372 0.454
O -9.219898 4.481901 3.252609 -0.170 -0.885 -1.269
C -8.879648 4.510137 4.631078 0.478 0.093 1.161
C -7.401160 4.786164 4.830726 0.326 -0.159 -0.109
C -9.850879 3.539097 0.962843 -0.074 0.148 0.066
H -9.179796 3.580745 5.126620 -0.015 0.028 -0.207
H -9.458610 5.320184 5.086879 -0.101 -0.146 -0.374
H -6.793824 3.949217 4.473633 -0.080 0.095 0.071
H -7.175838 4.939713 5.889949 -0.107 0.012 -0.107
H -7.092338 5.672925 4.268110 -0.114 -0.067 0.136
H -10.902582 3.557173 1.254456 0.190 -0.006 0.015
H -9.682994 2.763665 0.212177 0.077 0.022 0.210
H -9.537917 4.509265 0.572059 -0.007 -0.147 0.119
O 10.630978 -0.661121 -0.107410 0.828 -0.209 -0.344
S 11.970317 -1.205735 -0.042529 0.572 -0.599 0.055
O 13.079194 -0.606061 -0.751383 -1.255 -0.266 0.400
O 11.914497 -2.793967 -0.405854 0.100 1.110 0.992
C 11.306175 -3.193239 -1.625391 -0.289 -0.326 -1.136
C 12.231656 -2.965985 -2.805992 0.180 0.299 -0.147
C 12.425765 -1.385210 1.663940 -0.038 -0.176 0.010
H 10.347739 -2.683188 -1.769160 0.115 0.061 0.157
H 11.092244 -4.263832 -1.540598 0.093 0.211 0.337
H 12.389664 -1.897688 -2.981002 -0.031 -0.143 0.009
H 11.809665 -3.399132 -3.717367 0.008 -0.016 0.143
H 13.213989 -3.412020 -2.620718 -0.197 -0.021 -0.021
H 11.615898 -1.887824 2.195858 0.107 0.058 -0.140
H 12.583708 -0.386881 2.077917 -0.047 -0.077 -0.218
H 13.349782 -1.963512 1.724295 -0.147 0.094 -0.086

no.,DFT total energy (eV)
1,-116848.0449
2,-5212.7270
3,-16824.7437
4,-121751.8593